# 1
The following is a quantum chemistry calculation of a cluster of 2 separate species, C4H11N2O in total in a non-equilibrium geometry, from the Open Molecules 2025 dataset.

Calculated values
**HOMO**: -0.4377 Eh
**LUMO energy**: -8.80 eV
**Orbital gap**: 3.1 eV

The geometry in ORCA input format:
```
! wB97M-V def2-TZVPD RIJCOSX def2/J DEFGRID3
* xyz 1 1
O 1.35381 0.18315 -0.11786
C 1.22913 -0.84035 -0.88092
C -0.02065 -1.35534 -1.37318
C -1.33055 -0.81914 -0.66883
C -1.68353 0.65749 -0.72617
N -1.74445 0.85413 -2.12865
N 2.63155 0.68805 3.90737
H 2.17960 -1.41395 -1.17720
H -0.04079 -2.34837 -1.81941
H -2.26765 -1.24996 -0.97587
H -1.16355 -1.10142 0.38852
H -2.54814 0.94122 -0.16036
H -0.84161 1.14165 -0.26689
H 2.66473 0.71349 2.94014
H -1.62331 0.09826 -2.73495
H -2.08708 1.68319 -2.67840
H 3.53791 1.03278 4.16461
H 1.75459 1.13514 4.30804
*
```

***

# 2
The following is a quantum chemistry calculation of a cluster of 2 separate species, C4H11N2O in total in a non-equilibrium geometry, from the Open Molecules 2025 dataset.

Calculated values
**HOMO (spin up / spin down)**: -0.4851 / -0.4690 Eh
**LUMO energy (spin up / spin down)**: -3.85 / -3.99 eV
**Orbital gap (spin up / spin down)**: 9.4 / 8.8 eV

The geometry in ORCA input format:
```
! wB97M-V def2-TZVPD RIJCOSX def2/J DEFGRID3
* xyz 1 1
C 2.98942 0.25833 -0.13343
C -0.70485 0.86537 -1.06635
C -2.05469 -0.04527 0.72635
C 0.30580 -0.82198 0.56337
N 1.91243 0.78697 0.11597
N -0.64300 0.27505 0.23297
O 0.35174 -1.96242 -0.19792
H 3.92932 0.93774 0.08607
H 3.16434 -0.84426 -0.15236
H -1.61416 1.35184 -1.13578
H 0.05499 1.53044 -1.46415
H -0.62207 0.13041 -1.79898
H -2.28085 -0.98403 0.23994
H -1.93573 -0.20084 1.85382
H -2.76452 0.70164 0.57926
H 0.36450 -1.02181 1.69290
H -0.32007 1.09287 0.82420
H -0.13262 -2.05004 -0.96587
*
```

***

# 3
The following is a quantum chemistry calculation of the ion C4H11N2O with charge +1 in a non-equilibrium geometry, from the Open Molecules 2025 dataset.

Calculated values
**HOMO**: -0.5135 Eh
**LUMO energy**: -3.54 eV
**Orbital gap**: 10.4 eV

The geometry in ORCA input format:
```
! wB97M-V def2-TZVPD RIJCOSX def2/J DEFGRID3
* xyz 1 1
C -0.93241 2.42196 1.18226
C -1.08751 0.89887 1.64669
N -1.15633 -0.04319 0.42563
C -0.21188 -0.60709 -0.34287
O -0.43022 -1.22197 -1.41914
C 1.35203 -0.42712 -0.25947
N 2.00526 -1.27665 -1.26744
H -0.13642 2.41354 0.48783
H -0.55565 3.07661 2.16183
H -1.87821 2.88298 0.78765
H -2.00772 0.79429 2.29090
H -0.21253 0.57311 2.24991
H -2.10538 -0.22755 0.23840
H 1.76342 -0.48921 0.74175
H 1.57631 0.72869 -0.37850
H 1.72567 -2.28340 -1.31108
H 3.02863 -1.19148 -1.22835
H 1.57978 -0.98267 -2.15415
*
```

***

# 4
The following is a quantum chemistry calculation of a cluster of 2 separate species, C4H11N2O2 in total, from the Open Molecules 2025 dataset.

Calculated values
**HOMO**: -0.4855 Eh
**LUMO energy**: -3.04 eV
**Orbital gap**: 10.2 eV

The geometry in ORCA input format:
```
! wB97M-V def2-TZVPD RIJCOSX def2/J DEFGRID3
* xyz 1 1
C -0.26500 -0.11033 2.06019
C 1.01350 -0.34171 1.73161
N 2.10259 -0.01016 2.48313
N -1.33668 -0.61883 1.19452
H -0.60694 0.35414 2.97271
H 1.19442 -0.89964 0.81679
H 2.97567 0.00534 1.97614
H 2.02992 0.80141 3.08089
H -2.03538 0.09722 0.99119
H -1.81354 -1.42131 1.60777
H -0.93123 -0.89102 0.24723
O -0.34627 -0.92610 -1.28646
C -0.36511 0.14708 -1.87000
O -0.43092 1.31012 -1.19774
C -0.30682 0.29473 -3.34553
H -0.00636 1.21153 -0.32941
H 0.70954 0.55988 -3.63544
H -0.98726 1.07754 -3.67821
H -0.59413 -0.63988 -3.81937
*
```

***

# 5
The following is a quantum chemistry calculation of a structure of composition C4H11N2O2 in a non-equilibrium geometry, from the Open Molecules 2025 dataset.

Calculated values
**HOMO**: -0.5048 Eh
**LUMO energy**: -3.36 eV
**Orbital gap**: 10.4 eV

The geometry in ORCA input format:
```
! wB97M-V def2-TZVPD RIJCOSX def2/J DEFGRID3
* xyz 1 1
C 0.52614 1.28108 0.48010
C 0.39016 -1.01273 -0.55587
C -0.46156 0.13733 0.04447
C -1.32181 -0.44852 1.15649
N 2.06409 0.00447 -0.55718
N -1.26791 0.60609 -1.11820
O 1.85523 0.88886 0.55851
O 0.71795 -1.94538 0.21839
H 0.47348 2.20377 -0.24419
H 0.26457 1.68609 1.40542
H 0.34477 -1.09048 -1.58408
H -1.96501 0.39982 1.51690
H -0.69528 -0.91784 1.97788
H -2.17051 -1.12828 0.98889
H 2.87390 -0.67836 -0.43425
H 2.40604 0.61354 -1.38708
H -1.26774 1.67118 -1.12546
H -2.24288 0.37980 -1.26854
H 1.13400 -2.75582 -0.05750
*
```

***

# 6
The following is a quantum chemistry calculation of the ion C4H11N2OS with charge -1 in a non-equilibrium geometry, from the Open Molecules 2025 dataset.

Calculated values
**HOMO**: -0.0951 Eh
**LUMO energy**: 2.69 eV
**Orbital gap**: 5.3 eV

The geometry in ORCA input format:
```
! wB97M-V def2-TZVPD RIJCOSX def2/J DEFGRID3
* xyz -1 1
N -1.43150 -1.68702 0.30855
C -0.12606 -0.96122 0.46551
C -0.06410 -0.27994 1.81596
S 0.96952 -1.01828 3.35596
C -0.04593 -0.08929 -0.82093
N 0.59803 1.25227 -0.92111
C 0.63930 1.67103 -2.40581
O 1.63698 1.33205 -3.10736
H -2.10047 -1.08524 -0.26451
H -1.83929 -2.03680 1.12696
H 0.85447 -1.57518 0.42602
H -1.12377 0.00194 2.31828
H 0.50147 0.64178 1.67219
H 0.55428 -0.66127 4.66697
H 0.36244 -0.88157 -1.55612
H -1.10619 0.19541 -1.22368
H 1.61316 1.19705 -0.64579
H 0.44865 2.79775 -2.33523
H -0.34098 1.18655 -2.87587
*
```

***

no.,calculated total energy (eV)
1,-9341.9112
2,-9342.4671
3,-9346.6000
4,-11395.3952
5,-11391.3805
6,-20186.7512